{
  "formula": "C2H6O2S",
  "method": "the ωB97M-V functional and the def2-TZVPD basis",
  "elements": ["O", "C", "O", "H", "H", "C", "S", "H", "H", "H", "H"],
  "coordinates": [[-3.441, 1.715, -2.334], [-3.283, 1.891, -1.169], [-3.422, 3.158, -0.678], [-3.107, 1.110, -0.423], [-3.006, 3.343, 0.172], [2.862, -1.969, 1.214], [1.884, -1.132, -0.037], [3.554, -1.257, 1.655], [2.186, -2.367, 1.963], [3.479, -2.738, 0.763], [2.294, -1.754, -1.125]],
  "forces_ev_per_a": [[0.042, -0.495, 0.054], [-0.335, 1.081, -0.065], [0.177, -0.036, -0.192], [0.207, -0.026, 0.089], [-0.083, -0.530, 0.111], [0.475, 0.116, -0.016], [-0.609, 0.641, 0.009], [-0.111, 0.038, 0.185], [0.159, -0.182, 0.074], [-0.187, -0.272, 0.053], [0.265, -0.336, -0.302]],
  "lumo_ev": 0.5673,
  "charge": 0,
  "energy_ev": -17100.9985,
  "homo_lumo_gap_ev": 9.72,
  "multiplicity": 1,
  "homo_ev": -9.148,
  "max_force_ev_per_a": 1.1,
  "smiles": "O=CO.CS"
}